No. 1
Here is C5H5NO3 as an isolated structure at a distorted geometry from OMol25. Energies are from ωB97M-V/def2-TZVPD.

- frontier orbital gap (Ha) = 0.3138
- energy above the lowest of the compared OMol25 structures with the same formula, charge and spin (kJ/mol) = 285.28
- electronic energy (eV) = -12894.9327
- E_HOMO (eV) = -9.06

```
! wB97M-V def2-TZVPD RIJCOSX def2/J DEFGRID3
* xyz 0 1
C -1.9637 -0.6910 -0.1420
C 1.2369 0.7928 -0.0297
C 0.4370 -0.1257 0.6657
C -0.9907 0.4314 0.0492
O 1.1994 2.1259 0.0519
O 0.6672 -1.4027 0.6649
C 2.4376 0.1877 -0.5599
O -1.3358 1.5901 0.1303
N 2.9633 -0.8657 -0.6034
H 0.2617 2.3991 0.1821
H 1.7695 -1.5807 0.1689
H -1.4761 -1.6499 -0.2872
H -2.6270 -0.7456 0.7211
H -2.5794 -0.4658 -1.0120
*
```


No. 2
Here is C25H54AlNO3P as an isolated structure at a distorted geometry from OMol25. Energies are from ωB97M-V/def2-TZVPD.

- frontier orbital gap (Ha) = 0.2224
- electronic energy (eV) = -50319.1152
- E_HOMO (eV) = -3.40

```
! wB97M-V def2-TZVPD RIJCOSX def2/J DEFGRID3
* xyz -1 1
C 4.1036 0.1150 1.1503
C 5.0188 -1.0305 0.5640
C 4.8707 -1.2400 -0.9783
C 3.7416 -2.2420 -1.3837
C 3.6083 -2.3444 -2.9532
C 3.3033 -3.7965 -3.4532
C 2.1324 -4.5102 -2.6994
C 0.7732 -3.7123 -2.8222
C 0.2806 -3.1676 -1.4246
C -1.1374 -3.7692 -1.0908
C -1.4262 -3.6591 0.4479
C -1.8174 -2.1932 0.8783
C -3.3514 -1.8971 0.7125
C -3.6930 -0.8596 -0.4092
C -2.7946 0.4229 -0.4176
C -2.5370 1.0838 0.9843
Al -0.8224 2.1919 1.0924
C 0.8943 1.0945 0.9807
C 1.1252 0.3140 -0.3633
C 1.5834 1.2283 -1.5625
C 0.4894 1.4565 -2.6537
C -0.0224 0.1464 -3.3402
P -0.8424 4.0579 -0.3918
N -2.2081 4.0506 -1.2909
H 3.1567 -0.3540 1.4988
H 4.6086 0.5575 2.0326
H 3.8885 0.9167 0.4117
H 6.0704 -0.7354 0.7990
H 4.7836 -1.9793 1.0921
H 4.7109 -0.2631 -1.4895
H 5.8345 -1.6531 -1.3686
H 2.7609 -1.8566 -1.0171
H 3.8682 -3.2467 -0.9185
H 2.8048 -1.6388 -3.2720
H 4.5551 -1.9830 -3.4224
H 3.0619 -3.7679 -4.5427
H 4.2534 -4.3784 -3.3620
H 1.9688 -5.4965 -3.2000
H 2.4193 -4.7245 -1.6483
H 0.0276 -4.3858 -3.2950
H 0.9384 -2.8443 -3.4952
H 0.1579 -2.0718 -1.5287
H 0.9983 -3.4371 -0.6255
H -1.9497 -3.1966 -1.5982
H -1.1847 -4.8465 -1.3829
H -0.5795 -4.0346 1.0728
H -2.2768 -4.3547 0.6627
H -1.1467 -1.4422 0.4163
H -1.6072 -2.1566 1.9766
H -3.8485 -2.8703 0.4794
H -3.7259 -1.4784 1.6746
H -4.7869 -0.6338 -0.3908
H -3.5285 -1.3842 -1.3900
H -3.3428 1.1862 -1.0217
H -1.8391 0.2484 -0.9616
H -3.3735 1.8070 1.1533
H -2.5328 0.3726 1.8438
H -0.8306 2.8565 2.5709
H 0.8608 0.3578 1.8279
H 1.7698 1.7688 1.1442
H 0.2758 -0.3232 -0.6839
H 1.9794 -0.3928 -0.1837
H 2.4355 0.7013 -2.0677
H 2.0033 2.1756 -1.1622
H 0.9441 2.1304 -3.4236
H -0.4101 1.9992 -2.2813
H -0.4823 -0.5654 -2.6215
H -0.8572 0.4551 -4.0186
H 0.7353 -0.3309 -4.0010
H -0.8522 5.2753 0.3745
H 0.3260 4.0928 -1.2258
H -1.9752 4.0329 -2.2833
C -4.3052 4.4560 6.1667
C -3.2554 4.1683 5.1164
C -2.3089 5.3115 4.8688
O -1.9326 5.1087 3.5116
C -2.9539 4.4426 2.9089
O -3.0528 4.2779 1.7418
O -3.8519 3.9944 3.8311
H -4.9640 5.2664 5.8482
H -4.9374 3.5794 6.3202
H -3.8458 4.7238 7.1200
H -2.7137 3.2506 5.3655
H -1.4341 5.2787 5.5185
H -2.7843 6.2942 4.9582
*
```


No. 3
Here is a 2-piece molecular cluster, C11H14N2O overall at a distorted geometry from OMol25. Energies are from ωB97M-V/def2-TZVPD.

- frontier orbital gap (Ha) = 0.3272
- energy above the lowest of the compared OMol25 structures with the same formula, charge and spin (kJ/mol) = 118.76
- electronic energy (eV) = -16661.6817
- E_HOMO (eV) = -8.43

```
! wB97M-V def2-TZVPD RIJCOSX def2/J DEFGRID3
* xyz 0 1
C -0.0827 2.5798 -2.3387
C 0.6568 1.9807 -1.1800
C 1.7354 1.1317 -1.3870
C 2.4299 0.5735 -0.3259
C 2.1053 0.9481 0.9661
O 2.8895 0.4171 1.9700
C 1.0462 1.8031 1.2042
C 0.3408 2.3233 0.1231
H -0.2504 1.8231 -3.1115
H 0.4798 3.3622 -2.8549
H -1.0676 2.9431 -2.1067
H 2.0064 0.8259 -2.3773
H 3.2765 -0.0667 -0.5203
H 2.4982 0.6578 2.8257
H 0.7584 2.2007 2.1732
H -0.4576 3.0330 0.2962
C -2.4951 -2.3634 -1.0954
C -1.7844 -2.2954 0.2115
C -1.4114 -1.2451 0.9997
N -0.7047 -1.7714 2.0432
C -0.7201 -3.1224 1.8934
N -1.3714 -3.4624 0.8187
H -2.9419 -3.3371 -1.2361
H -1.9188 -2.0744 -1.9712
H -3.3467 -1.6717 -1.0200
H -1.3183 -0.2005 0.7331
H -0.2277 -1.2316 2.7418
H -0.1241 -3.7612 2.5252
*
```


No. 4
Here is C57H42OP3S4SiSn as an isolated structure at a distorted geometry from OMol25. Energies are from ωB97M-V/def2-TZVPD.

- frontier orbital gap (Ha) = 0.2193
- energy above the lowest of the compared OMol25 structures with the same formula, charge and spin (kJ/mol) = 167.59
- electronic energy (eV) = -146746.2600
- E_HOMO (eV) = -8.97

```
! wB97M-V def2-TZVPD RIJCOSX def2/J DEFGRID3
* xyz 1 1
Sn 0.3690 1.1058 -1.1488
C 5.2612 4.3971 -3.3723
C 4.3608 3.9671 -4.3858
C 3.5081 2.8459 -4.1125
C 3.4238 2.2995 -2.8487
C 4.2166 2.8193 -1.8105
C 5.1607 3.8126 -2.0744
P 2.4580 0.7713 -2.6584
C 2.3248 0.0110 -4.3228
C 1.2131 -0.8289 -4.3983
C 1.0263 -1.6606 -5.5246
C 1.9170 -1.6175 -6.5761
C 3.0103 -0.6939 -6.5587
C 3.2930 0.0007 -5.3662
C 3.3850 -0.4237 -1.6713
C 4.7240 -0.5623 -1.9733
C 5.5564 -1.4131 -1.2678
C 5.0931 -1.9713 -0.0941
C 3.7070 -1.9084 0.2205
C 2.8718 -1.1889 -0.6168
Si 0.9984 -1.2996 -0.2454
C 1.0312 -0.9349 1.6503
C 1.1372 -2.0554 2.5067
C 1.3700 -1.9308 3.9408
C 1.5031 -0.6656 4.4793
C 1.3729 0.4702 3.6579
C 1.1759 0.3121 2.3130
P 0.9775 1.8646 1.4408
C 2.5056 2.7817 1.7833
C 3.7482 2.1213 1.5845
C 4.9540 2.6798 1.9630
C 4.9927 3.9263 2.6454
C 3.7801 4.6019 2.8238
C 2.5468 4.0378 2.3732
C -0.2948 2.7344 2.3195
C -0.5485 4.0482 1.9239
C -1.3513 4.9624 2.7396
C -1.9886 4.4484 3.8473
C -1.7338 3.0921 4.2069
C -0.9955 2.2384 3.4418
C 0.2781 -2.9895 -0.8651
C 1.1013 -4.0960 -0.6973
C 0.6624 -5.4138 -0.9411
C -0.6488 -5.6403 -1.2998
C -1.4597 -4.5299 -1.5474
C -1.0619 -3.2215 -1.2356
P -3.6569 -1.8511 -0.4812
C -5.0713 -0.8405 -1.0256
C -4.9156 -0.0332 -2.1523
C -6.0164 0.6639 -2.6765
C -7.2908 0.4698 -2.1061
C -7.4213 -0.3006 -0.9387
C -6.3097 -0.9440 -0.3498
C -4.0388 -0.7195 2.4706
C -4.0164 -1.5568 3.5690
C -4.7992 -1.3045 4.6945
C -5.5666 -0.1265 4.7575
C -5.5947 0.7546 3.6268
C -4.8232 0.4287 2.5138
H 5.9792 5.1864 -3.5477
H 4.4059 4.4723 -5.3387
H 2.9178 2.3864 -4.9122
H 4.0796 2.5108 -0.7585
H 5.8688 4.2659 -1.3759
H 0.3737 -0.6785 -3.7016
H 0.1356 -2.2517 -5.6991
H 1.6817 -2.1973 -7.4579
H 3.7233 -0.7237 -7.3453
H 4.2492 0.5578 -5.1635
H 5.1236 -0.0315 -2.8279
H 6.5138 -1.6613 -1.7478
H 5.8113 -2.5816 0.4794
H 3.3028 -2.4441 1.1068
H 1.0882 -3.0735 2.1127
H 1.4350 -2.8342 4.5476
H 1.7882 -0.5725 5.5677
H 1.3947 1.4282 4.1560
H 3.7196 1.0860 1.1850
H 5.8561 2.1471 1.7248
H 5.8945 4.2706 3.0621
H 3.7475 5.5712 3.2947
H 1.6337 4.5910 2.6263
H -0.1786 4.4533 0.9467
H -1.4683 5.9938 2.3225
H -2.5916 5.0772 4.4920
H -2.2380 2.7805 5.1074
H -1.0383 1.2047 3.7305
H 2.1345 -3.8837 -0.4409
H 1.3917 -6.1985 -0.9601
H -1.0511 -6.5849 -1.4589
H -2.4429 -4.6894 -1.9516
H -3.9782 0.0010 -2.7365
H -5.9204 1.2176 -3.5899
H -8.1547 0.8832 -2.6337
H -8.4599 -0.3001 -0.5125
H -6.3963 -1.5321 0.5945
H -3.4863 -2.5313 3.4537
H -4.7443 -1.9796 5.5579
H -6.1203 0.1376 5.6569
H -6.1796 1.6262 3.6341
H -4.8232 1.0722 1.6356
O -6.7413 -6.5557 0.2334
C -5.9331 -5.6795 0.2181
S -4.8581 -5.2203 1.6402
C -3.9969 -3.9687 1.0063
C -4.3552 -3.4686 -0.1828
S -2.1952 -1.9324 -1.9561
S -5.4891 -4.4045 -1.1045
S -2.8209 -0.8858 1.1605
*
```